Entry 1:
The following is a DFT calculation (ωB97M-V/def2-TZVPD) of a 2-piece molecular cluster, C4H12S2 overall at a distorted geometry.

As for the SMILES: CSC.CSC. The calculation puts the energy above the lowest of the compared OMol25 structures with the same formula, charge and spin at 30.1 kcal/mol. As for the highest occupied orbital energy: -8.55 eV. The value obtained for the HOMO-LUMO gap is 9.450 eV. The max |F| comes out at 4.8 eV/Å.

```
! wB97M-V def2-TZVPD RIJCOSX def2/J DEFGRID3
* xyz 0 1
C 2.443 -0.130 -0.427
S 1.503 -1.503 -1.291
C 0.226 -0.369 -2.051
H 2.674 0.724 -1.097
H 1.736 0.152 0.366
H 3.447 -0.455 -0.109
H 0.489 0.648 -2.354
H -0.506 -0.451 -1.359
H 0.143 -0.952 -3.024
C -2.064 1.071 0.350
S -2.152 -0.619 1.067
C -0.641 -0.551 2.150
H -2.976 1.610 0.592
H -1.310 1.562 0.969
H -1.837 1.012 -0.673
H -0.705 -1.463 2.697
H -0.652 0.320 2.752
H 0.180 -0.606 1.440
*
```

Mulliken population analysis, charges in e, atoms 1 to 6: number 1, C, carries -0.642; number 2, S, carries -0.095; number 3, C, carries -0.433; number 4, H, carries 0.273; number 5, H, carries 0.124; number 6, H, carries 0.303

Entry 2:
The following is a DFT calculation (ωB97M-V/def2-TZVPD) of one molecule with the formula C5H6Cl2N4O2 at a distorted geometry.

As for the SMILES: N[C@]1(Cl)N=C(Cl)C=C[C@@]1(N)[N+](=O)[O-]. The calculation puts the energy above the lowest of the compared OMol25 structures with the same formula, charge and spin at 0.8 kcal/mol. As for the highest occupied orbital energy: -9.39 eV. The value obtained for the HOMO-LUMO gap is 8.707 eV. The max |F| comes out at 3.5 eV/Å.

```
! wB97M-V def2-TZVPD RIJCOSX def2/J DEFGRID3
* xyz 0 1
C -1.827 -0.257 1.108
C -1.631 0.063 -0.172
C -0.699 -0.643 1.946
C -0.276 -0.004 -0.786
C 0.906 0.335 0.589
N 0.524 -0.400 1.708
N 0.028 -1.246 -1.387
N 2.153 0.001 0.106
N 0.003 1.094 -1.703
O -0.765 2.023 -1.727
O 1.042 1.019 -2.330
Cl -1.065 -1.514 3.363
Cl 0.665 2.129 1.000
H -2.810 -0.241 1.549
H -2.450 0.357 -0.810
H -0.042 -2.025 -0.744
H 0.947 -1.220 -1.815
H 2.424 0.541 -0.710
H 2.874 -0.012 0.815
*
```

Mulliken population analysis, charges in e, atoms 1 to 6: number 1, C, carries -0.425; number 2, C, carries -0.771; number 3, C, carries 0.303; number 4, C, carries 0.610; number 5, C, carries 0.545; number 6, N, carries -0.581

Entry 3:
The following is a DFT calculation (ωB97M-V/def2-TZVPD) of AlH2O as an isolated structure at a distorted geometry.

The calculation puts the energy above the lowest of the compared OMol25 structures with the same formula, charge and spin at 40.1 kcal/mol. As for the highest occupied orbital energy: -30.41 eV. The value obtained for the HOMO-LUMO gap is 4.854 eV. The max |F| comes out at 3.3 eV/Å.

```
! wB97M-V def2-TZVPD RIJCOSX def2/J DEFGRID3
* xyz 3 1
Al 0.088 -1.310 -2.166
O -0.056 0.270 0.370
H -0.720 0.789 0.823
H 0.687 0.251 0.974
*
```

Mulliken charges, unit e, in atom order: number 1, Al, carries 2.225; number 2, O, carries -0.158; number 3, H, carries 0.460; number 4, H, carries 0.473

Entry 4:
The following is a DFT calculation (ωB97M-V/def2-TZVPD) of a 9-piece molecular cluster, C17H51NO9 overall at a distorted geometry.

The calculation puts the energy above the lowest of the compared OMol25 structures with the same formula, charge and spin at 41.2 kcal/mol. As for the highest occupied orbital energy (alpha / beta): 0.79 / -6.00 eV. The value obtained for the HOMO-LUMO gap (alpha / beta) is 1.553 / 8.270 eV. The max |F| comes out at 4.1 eV/Å.

```
! wB97M-V def2-TZVPD RIJCOSX def2/J DEFGRID3
* xyz -1 2
C 4.823 -0.004 0.942
C 4.156 0.046 -0.475
C 5.093 -0.739 -1.468
C 4.462 -1.036 -2.871
C 3.200 -1.852 -2.595
C 2.161 -1.084 -1.739
N 2.801 -0.536 -0.477
O 1.944 -0.001 0.414
C 1.452 0.091 -2.543
C 1.048 -2.108 -1.403
C 4.126 1.566 -0.919
H 4.694 -0.997 1.372
H 4.182 0.669 1.511
H 5.877 0.271 0.976
H 6.041 -0.225 -1.630
H 5.386 -1.689 -1.022
H 5.109 -1.469 -3.634
H 4.261 -0.184 -3.521
H 3.309 -2.907 -2.346
H 2.712 -1.871 -3.569
H 1.282 1.056 -2.066
H 2.004 0.250 -3.470
H 0.488 -0.211 -2.953
H 0.204 -1.708 -0.842
H 0.652 -2.739 -2.199
H 1.474 -2.889 -0.772
H 3.526 2.135 -0.209
H 3.524 1.673 -1.822
H 5.125 1.976 -1.063
H 1.649 -0.668 1.038
C 0.632 3.318 1.029
O 1.147 4.459 1.856
H 1.361 2.914 0.326
H 0.179 2.438 1.486
H -0.100 3.680 0.308
H 1.937 4.080 2.248
C -5.824 -0.805 0.272
O -5.601 -0.063 1.453
H -4.802 -1.065 -0.004
H -6.361 -1.746 0.385
H -6.242 -0.337 -0.620
H -5.825 0.858 1.297
C -3.363 4.076 0.558
O -3.160 2.998 1.480
H -2.747 3.869 -0.316
H -4.417 4.159 0.292
H -3.312 5.014 1.110
H -3.885 2.972 2.108
C -2.309 -3.653 -0.831
O -2.060 -4.035 0.478
H -2.409 -4.671 -1.208
H -3.294 -3.193 -0.751
H -1.547 -3.057 -1.333
H -1.408 -3.405 0.794
C 0.829 -3.099 2.234
O -0.030 -2.004 2.041
H 1.607 -3.038 1.473
H 1.093 -3.105 3.292
H 0.401 -4.090 2.089
H -0.682 -2.031 2.746
C -2.957 1.520 -2.869
O -3.649 0.379 -2.469
H -2.684 1.305 -3.902
H -3.627 2.379 -2.831
H -2.141 1.500 -2.147
H -4.542 0.244 -2.795
C -1.894 -0.045 0.552
O -2.671 0.376 1.651
H -2.064 0.597 -0.312
H -0.823 -0.120 0.741
H -2.091 -1.084 0.287
H -2.802 1.319 1.528
C -0.713 1.196 4.127
O -1.580 0.216 4.702
H -0.500 2.117 4.670
H 0.174 0.648 3.811
H -1.033 1.582 3.159
H -0.978 -0.381 5.154
*
```

Mulliken population analysis, charges in e, atoms 1 to 6: number 1, C, carries -1.941; number 2, C, carries 1.577; number 3, C, carries -1.304; number 4, C, carries -0.828; number 5, C, carries -1.468; number 6, C, carries 2.321

Entry 5:
The following is a DFT calculation (ωB97M-V/def2-TZVPD) of a 5-piece molecular cluster, C4H18N2O5S overall at a distorted geometry.

As for the SMILES: NC[C@@H](CS)NC=O.O.O.O.O. The calculation puts the energy above the lowest of the compared OMol25 structures with the same formula, charge and spin at 122.0 kcal/mol. As for the highest occupied orbital energy: -8.58 eV. The value obtained for the HOMO-LUMO gap is 8.770 eV. The max |F| comes out at 6.6 eV/Å.

```
! wB97M-V def2-TZVPD RIJCOSX def2/J DEFGRID3
* xyz 0 1
O 1.837 0.312 -0.378
C 1.155 -0.709 -0.305
N -0.212 -0.550 -0.340
C -0.825 0.716 -0.644
C -0.327 1.484 -1.946
S -1.975 2.304 -2.717
C -1.066 1.724 0.548
N 0.102 1.948 1.466
H 1.495 -1.827 -0.101
H -0.860 -1.107 0.328
H -1.887 0.316 -1.045
H 0.349 2.320 -1.961
H -0.366 0.679 -2.726
H -2.609 2.864 -1.471
H -1.550 2.655 0.265
H -1.858 1.321 1.198
H 0.413 2.913 1.627
H 0.993 1.355 1.575
H 0.044 -1.575 2.235
H 1.444 -2.171 2.273
O 0.843 -1.626 1.799
H 0.149 -2.150 -2.525
H -1.261 -2.770 -2.765
O -0.835 -2.231 -2.210
H 2.478 -2.349 -1.473
H 3.722 -1.476 -0.753
O 3.508 -2.300 -1.378
H -0.822 -0.452 4.365
H -0.778 0.518 3.387
O -1.299 -0.135 3.671
*
```

Mulliken population analysis, charges in e, atoms 1 to 6: number 1, O, carries -0.605; number 2, C, carries -0.128; number 3, N, carries -0.025; number 4, C, carries -0.272; number 5, C, carries -0.781; number 6, S, carries -0.231

Entry 6:
The following is a DFT calculation (ωB97M-V/def2-TZVPD) of one molecule with the formula C33H29NO3P2 at a distorted geometry.

As for the SMILES: O=C(CP(=O)(c1ccccc1)c1ccccc1)Nc1cccc(CP(=O)(c2ccccc2)c2ccccc2)c1. The calculation puts the energy above the lowest of the compared OMol25 structures with the same formula, charge and spin at 1.0 kcal/mol. As for the highest occupied orbital energy: -8.46 eV. The value obtained for the HOMO-LUMO gap is 8.974 eV. The max |F| comes out at 1.6 eV/Å.

```
! wB97M-V def2-TZVPD RIJCOSX def2/J DEFGRID3
* xyz 0 1
O 0.321 -1.021 1.650
C 1.418 -1.001 1.136
N 1.663 -0.780 -0.182
C 0.789 -0.262 -1.144
C -0.458 0.250 -0.807
C -1.287 0.782 -1.781
C -0.852 0.819 -3.101
C 0.395 0.323 -3.437
C 1.216 -0.219 -2.467
H 2.192 -0.602 -2.727
H 0.728 0.356 -4.463
H -1.498 1.231 -3.863
C -2.664 1.237 -1.439
H -2.769 1.457 -0.376
H -2.947 2.121 -2.016
H -0.772 0.235 0.223
H 2.625 -0.872 -0.487
C 2.699 -1.162 1.932
H 3.281 -2.024 1.597
H 2.467 -1.271 2.990
P -3.946 -0.032 -1.929
O -5.031 0.575 -2.711
C -3.039 -1.319 -2.847
C -2.145 -2.196 -2.247
C -1.448 -3.100 -3.027
C -1.646 -3.137 -4.399
C -2.553 -2.277 -4.994
C -3.248 -1.368 -4.217
H -3.963 -0.686 -4.655
H -2.715 -2.313 -6.061
H -1.095 -3.844 -5.003
H -0.747 -3.778 -2.564
H -1.992 -2.172 -1.180
C -4.521 -0.821 -0.392
C -5.874 -1.130 -0.340
C -6.404 -1.750 0.777
C -5.581 -2.064 1.846
C -4.231 -1.753 1.798
C -3.698 -1.132 0.683
H -2.646 -0.889 0.661
H -3.588 -1.993 2.632
H -5.991 -2.548 2.720
H -7.457 -1.987 0.816
H -6.496 -0.866 -1.183
P 3.717 0.341 1.532
O 4.561 0.113 0.349
C 4.673 0.735 3.028
C 6.028 0.973 2.848
C 6.827 1.291 3.932
C 6.269 1.374 5.197
C 4.915 1.138 5.378
C 4.113 0.819 4.297
H 3.060 0.633 4.444
H 4.483 1.203 6.366
H 6.889 1.621 6.046
H 7.882 1.473 3.792
H 6.438 0.897 1.852
C 2.481 1.655 1.272
C 1.438 1.905 2.154
C 0.469 2.832 1.819
C 0.536 3.509 0.611
C 1.583 3.269 -0.263
C 2.554 2.343 0.069
H 3.373 2.129 -0.603
H 1.635 3.794 -1.205
H -0.233 4.221 0.350
H -0.350 3.020 2.498
H 1.366 1.365 3.085
*
```

Mulliken population analysis, charges in e, atoms 1 to 6: number 1, O, carries -0.581; number 2, C, carries 0.396; number 3, N, carries 0.162; number 4, C, carries -0.027; number 5, C, carries 0.643; number 6, C, carries 0.063